No. 1
A 2-piece molecular cluster, C34H46BIN2O14S overall at a distorted geometry, computed with ωB97M-V/def2-TZVPD.

XYZ file:
```
99
Properties=species:S:1:pos:R:3:forces:R:3
C 8.5520 -2.9397 2.7493 -0.91 0.28 -0.55
C 7.8643 -2.1886 1.4630 -0.21 0.11 0.96
O 8.3332 -2.7503 0.1589 -2.11 0.79 0.38
C 7.2624 -2.6337 -0.8523 -0.49 0.97 -0.58
C 6.7276 -1.0543 -0.9072 -0.52 -0.91 0.72
O 6.0713 -0.7655 -2.2031 -0.21 1.57 2.26
C 5.2808 0.4977 -2.0330 0.56 0.24 -0.53
C 3.7229 0.1357 -2.3965 0.35 -0.66 -0.92
O 2.7189 0.8193 -1.5528 -0.10 1.29 -2.45
C 2.0646 1.8992 -2.3180 -0.94 0.51 1.15
C 0.8360 1.3675 -3.3008 -1.52 -0.78 -2.44
C 1.1557 1.4374 -4.9303 -4.39 -1.20 1.02
C 2.5345 2.0198 -5.5991 4.18 -3.25 -3.83
O 3.2455 1.2026 -6.3817 -4.79 5.19 5.31
O 3.0964 3.3791 -5.3710 0.06 -6.29 0.10
N 2.1395 4.3226 -5.4545 -2.66 4.06 0.94
C -0.0208 0.8804 -5.9267 0.14 0.34 4.58
C -1.4427 0.3249 -5.2467 2.48 1.07 0.31
C -2.5826 -0.1769 -6.3550 0.71 0.89 -0.25
C -2.1801 -1.6237 -7.0125 0.31 -0.20 0.42
C -1.8259 -2.7492 -5.8728 -1.85 -0.45 -0.45
I 0.3325 -3.0288 -5.6380 -0.98 0.14 -0.03
N -1.6684 0.2870 -3.7291 3.04 1.36 -1.03
C -2.9564 -0.2639 -3.1300 -1.33 -2.44 0.59
S -4.2028 1.0441 -2.6274 -0.55 -0.27 -0.47
C -5.8629 0.0977 -2.6445 0.35 -2.14 -0.72
C -6.0673 -0.8544 -1.3138 -1.55 0.00 -0.33
C -0.6225 0.7964 -2.7150 2.82 0.31 -3.16
C -0.8439 0.8175 -1.0887 -1.31 0.76 0.66
O -0.8205 -0.5022 -0.4393 -1.03 1.26 1.34
C -1.3187 -0.4375 0.9564 -1.61 0.34 5.02
C -1.2569 0.9341 1.9033 -0.87 -2.32 1.00
C -1.7654 1.0081 3.4672 -0.49 -2.73 -1.17
C -1.5968 2.4386 4.2904 1.41 -0.52 -0.43
C -2.3891 -0.3068 4.2228 1.73 -0.19 -4.81
C -2.4669 -1.7032 3.3179 1.59 3.78 -1.26
C -1.9546 -1.7787 1.7274 -0.08 2.14 1.33
C -2.0954 -3.2634 1.0176 -0.02 0.40 0.79
C -0.7210 -4.1308 1.2903 -0.67 -0.29 0.62
C -2.5818 -3.2250 -0.5475 -0.29 -0.05 0.31
H 7.9506 -3.9398 2.9291 1.60 1.91 -0.34
H 9.6914 -3.1140 2.5462 -2.27 0.27 0.56
H 8.3648 -2.2383 3.6893 0.59 -1.52 -2.00
H 6.6849 -2.3288 1.5753 2.49 0.37 -0.36
H 8.1322 -1.0358 1.5341 -0.62 -2.34 -0.35
H 7.6231 -2.9364 -1.9422 -0.33 0.61 2.57
H 6.3649 -3.3364 -0.5695 1.60 1.36 -0.46
H 5.8792 -0.9739 -0.0761 1.96 0.07 -1.56
H 7.6055 -0.2854 -0.6902 -1.75 -1.69 -0.50
H 5.7648 1.2737 -2.7977 -1.32 -1.61 1.51
H 5.4309 0.9714 -0.9566 -0.63 -1.20 -2.16
H 3.5569 0.4030 -3.5412 0.25 -0.60 2.34
H 3.5237 -1.0200 -2.2875 0.67 2.34 -0.06
H 2.8777 2.5283 -2.8770 -1.75 -1.30 0.54
H 1.5460 2.6490 -1.5477 1.24 -1.79 -1.51
H 2.6383 5.2264 -5.1959 -0.73 -1.52 -0.52
H 1.4156 4.2171 -4.6942 1.01 -0.09 -0.61
H 0.1789 0.8848 -7.0921 -0.77 -0.12 2.72
H -3.6828 -0.1124 -5.9405 2.39 -0.29 -0.61
H -2.5110 0.6226 -7.2385 -0.17 -1.61 2.10
H -3.0888 -2.0149 -7.6560 1.86 0.95 1.29
H -1.2219 -1.5109 -7.7066 -2.23 -0.11 1.43
H -2.3089 -3.7689 -6.2408 1.32 2.10 0.98
H -2.2585 -2.5093 -4.8052 0.90 -0.41 -2.25
H -2.7436 -0.9231 -2.1577 0.22 1.55 -2.27
H -3.5338 -1.0045 -3.8665 1.65 1.75 1.29
H -5.7572 -0.6546 -3.5646 -0.33 1.75 1.76
H -6.7719 0.7957 -2.8827 2.11 -1.04 0.65
H -7.0966 -0.5212 -0.8130 2.42 -0.72 -0.82
H -5.1975 -0.7934 -0.5334 -1.71 -0.08 -1.62
H -6.2639 -1.9675 -1.6919 0.70 2.38 0.99
H -0.0555 1.4940 -0.5511 -1.19 -1.23 -1.60
H -1.9068 1.3066 -0.8515 2.14 -0.93 -0.74
H -0.7882 1.9406 1.4646 -1.18 -2.47 1.07
H -1.7397 2.3101 5.4523 0.07 0.00 -2.81
H -0.4611 2.7582 4.1414 -2.33 -0.61 0.20
H -2.2560 3.3092 3.8658 1.06 -1.94 0.86
H -2.7145 -0.2331 5.3522 0.73 -0.16 -2.52
H -2.8781 -2.6707 3.8483 0.92 2.07 -1.43
H -2.9569 -3.8310 1.6179 1.84 1.44 -1.25
H 0.0815 -3.9778 0.4465 -1.59 -0.33 1.72
H -0.2836 -3.8265 2.3585 -0.90 -0.60 -2.51
H -1.0635 -5.2663 1.3859 1.03 2.32 -0.47
H -3.0983 -4.2484 -0.7942 1.03 1.94 0.38
H -3.3900 -2.3776 -0.6652 1.52 -1.66 0.23
H -1.7208 -3.0432 -1.3193 -1.47 -0.30 1.61
B -3.0956 3.4183 9.4127 -0.05 0.29 0.42
O -3.8151 3.6064 8.1489 0.47 -1.10 -0.84
C -3.4449 2.6052 7.3383 -3.18 2.59 -2.29
O -3.8593 2.4584 6.1999 0.47 -0.06 1.35
C -2.5022 1.7520 8.0134 2.98 -2.83 2.10
O -1.9760 0.7538 7.5488 -0.68 1.08 0.16
O -2.2758 2.2133 9.2515 -0.28 -0.48 -1.42
O -2.2605 4.5841 9.7190 -0.44 0.06 0.70
C -2.6772 5.0610 10.9004 3.41 3.22 -0.69
O -2.1938 6.0356 11.4533 -0.77 -1.41 -0.70
C -3.7621 4.2560 11.3977 -3.56 -1.95 2.50
O -4.3615 4.4274 12.4469 0.95 -0.13 -1.48
O -4.0321 3.2696 10.5313 0.39 0.69 0.32
```
Forces are in eV/Å.

The lowest unoccupied orbital energy is -3.84 eV. The calculation puts the orbital gap at 4.377 eV. Its calculated total energy is -87236.09344 eV. Its largest force on an atom is 8.84 eV/Å.


No. 2
A single C5H10OS molecule at a distorted geometry, computed with ωB97M-V/def2-TZVPD.

XYZ file:
```
17
Properties=species:S:1:pos:R:3:forces:R:3
C 0.3528 -0.9077 1.5773 1.46 -0.20 0.52
C -1.5659 0.3754 -0.6033 1.20 0.42 1.75
C -1.3777 1.4109 0.4753 -1.26 1.79 0.39
C -0.1941 0.9442 -0.3473 -0.49 1.27 -0.71
C 1.1790 -1.4633 -0.9981 0.66 1.73 1.27
O 2.5746 1.0864 -0.0759 -4.10 -3.84 1.09
S 1.0514 -0.1528 0.2779 3.05 3.06 -1.97
H 0.1131 -0.0921 2.2409 -0.21 -0.05 0.75
H 1.0958 -1.6406 2.0032 -0.97 0.59 -0.36
H -1.5652 -0.6304 -0.2534 -0.86 -0.69 0.03
H -1.9819 0.6804 -1.5053 -0.91 0.05 -1.39
H -1.7955 2.4884 0.3761 1.12 -1.87 -0.68
H -1.6141 1.2081 1.5282 0.79 -0.79 -0.51
H 0.1365 1.6482 -1.1476 0.35 -0.73 1.18
H 1.0206 -0.8493 -1.8558 0.81 -0.12 -1.10
H 2.1308 -1.9006 -0.7547 0.66 0.04 -0.81
H 0.4398 -2.2051 -0.9375 -1.30 -0.68 0.54
```
Forces are in eV/Å.

Its SMILES is C=[S@](C)(=O)C1CC1. The relative energy (zero: lowest compared OMol25 entry of this formula, charge and spin) is 702.2 kJ/mol. The lowest unoccupied orbital energy is 0.21 eV. The calculation puts the orbital gap at 8.761 eV. Its calculated total energy is -18222.62151 eV. Its largest force on an atom is 5.72 eV/Å.


No. 3
A single C3H8N2O molecule at a distorted geometry, computed with ωB97M-V/def2-TZVPD.

XYZ file:
```
14
Properties=species:S:1:pos:R:3:forces:R:3
C -0.7159 -1.3364 0.6702 -0.38 -0.01 -0.29
N 0.3276 -0.2506 0.3145 0.08 -0.18 0.21
C 1.3646 -0.7324 -0.6306 0.00 -0.14 -0.05
C 0.0156 1.2032 0.0116 0.02 0.17 0.00
O 0.8997 1.9781 -0.2727 -0.34 -0.50 0.25
N -1.2872 1.4879 0.1450 0.07 -0.03 -0.16
H -1.5032 -0.7985 1.2162 0.07 -0.29 -0.05
H -1.0814 -1.7766 -0.2580 -0.20 0.22 -0.17
H 0.6917 -0.3663 1.2566 0.66 0.95 0.02
H 2.1712 -0.0014 -0.7175 -0.19 -0.17 0.10
H 1.7091 -1.6901 -0.2431 0.01 0.10 -0.10
H 0.9010 -0.8827 -1.6092 -0.01 0.01 0.18
H -1.5842 2.4196 -0.0987 0.05 -0.13 0.02
H -1.9582 0.7329 0.1995 0.15 0.00 0.05
```
Forces are in eV/Å.

The relative energy (zero: lowest compared OMol25 entry of this formula, charge and spin) is 345.9 kJ/mol. The lowest unoccupied orbital energy is 0.69 eV. The calculation puts the orbital gap at 7.637 eV. Its calculated total energy is -8265.74116 eV. Its largest force on an atom is 1.15 eV/Å.


No. 4
A 3-piece molecular cluster, C2H9NO overall at a distorted geometry, computed with ωB97M-V/def2-TZVPD.

XYZ file:
```
13
Properties=species:S:1:pos:R:3:forces:R:3
N 0.9355 -0.4864 -2.1176 -0.31 -0.49 -1.58
H 1.4490 -0.0848 -2.8881 0.26 -0.20 -0.02
H -3.6987 2.3365 0.6795 -0.14 -0.06 -0.45
H 0.1834 0.1559 -1.9459 0.08 0.13 0.73
H 1.5440 -0.6681 -1.3482 0.01 0.54 0.39
C 1.0463 -0.8885 1.2023 1.43 -0.39 -1.16
O 0.9504 0.3645 0.5317 -0.01 0.08 0.27
C -0.2480 -0.1987 1.1010 1.83 0.16 0.17
H 1.3366 -1.6893 0.5070 -0.73 0.01 0.17
H 1.7683 -0.9077 2.0144 -0.72 0.31 0.61
H -0.8927 -0.5656 0.3060 -0.61 0.23 0.71
H -0.4489 0.3911 1.9921 -1.23 -0.37 -0.30
H -3.9252 2.2410 -0.0342 0.14 0.06 0.45
```
Forces are in eV/Å.

Its SMILES is [H][H].C1CO1.N. The relative energy (zero: lowest compared OMol25 entry of this formula, charge and spin) is 269.9 kJ/mol. The lowest unoccupied orbital energy is 1.15 eV. The calculation puts the orbital gap at 10.586 eV. Its calculated total energy is -5754.72615 eV. Its largest force on an atom is 1.88 eV/Å.